Entry from the Open Molecules 2025 dataset: an isolated molecule of C4H5FS3 (ωB97M-V/def2-TZVPD).

As for the SMILES: C[C@H](F)C(=S)C(=S)S. The frontier orbital gap is 7.80 eV. For the electronic energy, the calculation gives -39450.8721 eV.

Each atom is followed by the atoms it is bonded to, with distances in Å.
Cartesian coordinates (Å):
1 S 1.62512 0.22579 -1.40600  C10 1.589
2 S -0.87087 -2.27682 -1.96542  C3 1.711, H4 1.354
3 C -0.98854 -0.61060 -1.59282  S2 1.711, S6 1.631, C10 1.532
4 H 0.32701 -2.50089 -1.37446  S2 1.354
5 H -0.88586 1.46845 0.43221  C8 1.107
6 S -2.21830 0.34903 -2.06817  C3 1.631
7 H 1.45911 -0.10171 1.74077  C13 1.104
8 C -0.33834 0.53007 0.64561  H5 1.107, C10 1.622, F12 1.359, C13 1.519
9 H 1.53156 1.52781 1.11534  C13 1.114
10 C 0.15299 0.06940 -0.82948  S1 1.589, C3 1.532, C8 1.622
11 H 0.46461 1.02282 2.60461  C13 1.116
12 F -1.09154 -0.49656 1.12103  C8 1.359
13 C 0.83305 0.79321 1.57679  H7 1.104, C8 1.519, H9 1.114, H11 1.116